No. 1
{
  "formula": "C3H3N3O2",
  "method": "ωB97M-V with the def2-TZVPD basis set",
  "species": ["C", "C", "C", "H", "H", "H", "N", "N", "N", "O", "O"],
  "xyz": [[1.918342, 0.011836, -0.006303], [0.407013, -0.071534, -0.037937], [-2.220335, -0.004676, 0.010905], [2.150673, 0.495554, 0.946196], [2.300922, 0.560007, -0.830828], [2.320150, -0.959468, -0.001667], [-0.248784, 1.153801, -0.028976], [-1.498347, 1.186256, 0.002229], [-0.172838, -1.218990, -0.035266], [-3.426434, -0.001492, -0.027836], [-1.530362, -1.151298, 0.009482]],
  "forces_ev_per_a": [[-1.702, 0.298, 1.038], [0.996, -1.013, -0.221], [-2.024, -0.121, -0.373], [0.301, 0.138, -0.239], [0.271, 0.670, -0.623], [0.532, -1.252, -0.009], [-0.535, 0.577, 0.071], [0.750, 1.219, 0.040], [0.860, 0.921, 0.095], [1.332, -0.209, 0.199], [-0.780, -1.229, 0.022]],
  "mulliken_charge": [-0.8793, 0.5572, 0.6710, 0.2537, 0.2866, 0.3481, -0.1120, -0.2629, -0.2680, -0.4958, -0.0987],
  "e_above_lowest_kj_mol": 433.34,
  "homo_lumo_gap_ha": 0.31140,
  "lumo_ha": -0.0651,
  "spin_multiplicity": 1,
  "smiles": "Cc1nnc(=O)on1",
  "energy_ev": -11721.4658
}

No. 2
{
  "formula": "C34H61N14O5P3",
  "method": "ωB97M-V with the def2-TZVPD basis set",
  "species": ["C", "O", "C", "C", "C", "C", "C", "O", "P", "O", "O", "P", "N", "O", "P", "C", "C", "H", "H", "H", "H", "H", "H", "H", "H", "H", "H", "H", "H", "H", "H", "H", "H", "H", "H", "H", "H", "H", "H", "C", "C", "N", "H", "H", "H", "C", "C", "N", "H", "H", "H", "C", "C", "N", "H", "H", "H", "C", "C", "N", "H", "H", "H", "C", "C", "N", "H", "H", "H", "C", "C", "N", "H", "H", "H", "C", "C", "N", "H", "H", "H", "C", "C", "N", "H", "H", "H", "C", "C", "N", "H", "H", "H", "C", "C", "N", "H", "H", "H", "C", "C", "N", "H", "H", "H", "C", "C", "N", "H", "H", "H", "C", "C", "N", "H", "H", "H"],
  "xyz": [[4.708632, -3.782099, 2.187154], [4.882467, -3.145200, 0.936002], [3.919533, -2.133971, 0.709215], [3.450667, -2.057692, -0.745403], [3.322868, -3.405396, -1.458499], [2.656968, -4.516258, -0.656916], [1.172638, -4.281068, -0.345887], [0.725228, -2.998889, -0.858968], [-0.844426, -2.852449, -1.062511], [-1.199661, -2.894610, -2.473852], [-1.605606, -3.971589, -0.182178], [-3.143984, -3.540989, 0.313177], [-3.202293, -3.364763, 1.866492], [-1.295960, -1.431726, -0.435787], [-0.042134, -0.268451, -0.600625], [-0.742160, 1.376385, -1.034526], [0.903344, -0.158117, 0.984014], [5.138566, -3.205863, 3.001698], [3.652144, -3.984555, 2.351734], [5.189155, -4.750627, 2.097564], [4.395596, -1.176504, 0.935989], [3.050175, -2.193704, 1.366092], [2.505367, -1.522250, -0.753303], [4.143683, -1.451115, -1.320979], [2.868812, -3.303518, -2.435642], [4.337282, -3.743757, -1.654577], [2.708382, -5.414264, -1.266222], [3.162150, -4.754804, 0.267161], [1.025259, -4.323864, 0.730197], [0.566851, -5.070873, -0.781032], [-3.538655, -2.384572, -0.387483], [-4.017515, -4.560948, -0.124489], [-2.261390, -3.536998, 2.214981], [-1.020270, 1.398149, -2.073125], [-1.572541, 1.597501, -0.371206], [0.052253, 2.091517, -0.846693], [1.368889, -1.117729, 1.148276], [0.284787, 0.079191, 1.846008], [1.704085, 0.565340, 0.891450], [-2.654255, -6.722359, 4.452790], [-1.739238, -5.665673, 4.028850], [-1.033894, -4.837696, 3.697680], [-2.161569, -7.690114, 4.377204], [-2.961213, -6.556360, 5.480079], [-3.538210, -6.721229, 3.819238], [-4.655626, -4.835454, 7.931616], [-4.916827, -6.129013, 7.304556], [-5.118919, -7.131705, 6.804703], [-5.373344, -4.660439, 8.729925], [-3.652970, -4.817429, 8.351261], [-4.750855, -4.046610, 7.186751], [-2.747275, -0.123259, 4.071213], [-1.968234, 1.087871, 3.812419], [-1.366941, 2.028534, 3.615204], [-2.169045, -1.001846, 3.789961], [-2.995447, -0.180141, 5.128918], [-3.665084, -0.101771, 3.488127], [-1.614404, 1.916761, -5.727711], [-0.572364, 2.409293, -4.825919], [0.208339, 2.785983, -4.089634], [-2.079733, 1.038946, -5.291054], [-2.374661, 2.679404, -5.881191], [-1.182850, 1.648844, -6.686628], [-2.698309, -2.005093, -6.880152], [-2.981528, -0.640547, -7.323050], [-3.201077, 0.425408, -7.654227], [-3.047454, -2.140590, -5.858511], [-3.205782, -2.714176, -7.530347], [-1.626638, -2.188191, -6.916323], [-2.970540, 4.769211, -0.282789], [-3.198206, 3.648151, -1.191872], [-3.363237, 2.754680, -1.869883], [-3.614597, 4.671769, 0.588382], [-1.931115, 4.773101, 0.039420], [-3.191922, 5.706625, -0.788952], [3.145293, 1.195483, 4.632442], [2.965553, 0.017893, 3.785918], [2.825535, -0.896852, 3.124454], [2.503165, 1.119846, 5.507468], [4.181381, 1.266120, 4.953522], [2.882990, 2.092485, 4.075466], [5.499289, 4.574750, 2.942887], [5.760967, 3.661494, 4.056738], [5.963775, 2.956391, 4.926295], [4.427845, 4.673312, 2.788569], [5.918247, 5.551972, 3.163842], [5.953951, 4.191328, 2.032948], [-2.673872, 4.384984, -8.908498], [-1.468469, 5.171712, -8.656153], [-0.529510, 5.783260, -8.459872], [-2.971947, 4.486950, -9.949427], [-2.482327, 3.333987, -8.697119], [-3.484757, 4.735384, -8.272324], [-1.085823, -7.272447, 8.139728], [-1.799241, -6.409417, 9.078103], [-2.356775, -5.751047, 9.820086], [-0.952417, -8.258462, 8.579156], [-1.656921, -7.367355, 7.220706], [-0.111055, -6.844618, 7.914688], [2.726397, 5.921918, -8.070750], [3.735552, 4.957137, -7.633015], [4.520403, 4.207197, -7.292701], [1.744775, 5.460720, -8.072303], [2.715778, 6.775151, -7.396247], [2.959454, 6.265166, -9.076511], [-4.068491, 5.332961, -4.317259], [-5.045819, 5.578118, -5.376793], [-5.800308, 5.769719, -6.206054], [-4.257152, 6.005918, -3.483307], [-4.141108, 4.304751, -3.967721], [-3.063785, 5.510421, -4.697172], [5.099853, 8.778355, 2.267135], [4.915134, 7.590810, 1.433722], [4.771377, 6.669252, 0.782837], [4.457695, 8.716810, 3.143197], [6.137357, 8.845389, 2.587621], [4.843796, 9.669265, 1.698367]],
  "forces_ev_per_a": [[0.096, -0.270, -0.741], [-0.313, -0.247, 0.061], [0.078, 0.663, -0.694], [0.199, -0.205, -0.165], [0.728, -0.005, 0.697], [-0.797, -0.039, -0.669], [0.540, -0.395, 0.242], [-1.145, -0.833, 1.103], [0.551, 1.466, -1.731], [-0.512, -0.493, -0.417], [-0.925, 1.057, -0.144], [0.068, -0.134, 2.119], [0.227, -0.120, -0.988], [0.553, -0.222, 1.244], [2.379, 0.110, -2.062], [-0.509, -1.008, 1.706], [-1.740, -0.029, 0.036], [-0.048, 0.084, 0.229], [-0.225, 0.158, 0.333], [0.336, -0.110, 0.204], [-0.154, 0.180, 0.231], [0.326, -0.563, 0.019], [-0.034, 0.060, -0.070], [0.184, 0.111, -0.123], [-0.364, 0.168, -0.132], [0.185, -0.148, -0.032], [0.078, -0.226, -0.079], [0.333, 0.228, 0.140], [-0.241, 0.264, 0.144], [-0.099, -0.041, -0.144], [0.197, -0.414, -0.437], [0.422, 0.107, -0.504], [-0.164, 0.056, 0.527], [-0.143, -0.045, -0.217], [-0.254, 0.364, -0.143], [0.255, 0.031, -0.044], [-0.036, -0.255, -0.016], [0.066, 0.141, 0.270], [0.011, 0.267, -0.281], [0.175, 0.084, -0.131], [-0.890, -1.042, 0.389], [0.934, 0.966, -0.352], [-0.010, -0.012, -0.009], [-0.099, -0.018, 0.017], [-0.032, 0.023, 0.016], [-0.099, 0.084, -0.208], [0.210, 1.261, 0.676], [-0.129, -1.149, -0.558], [0.006, -0.017, 0.027], [-0.177, 0.029, -0.025], [-0.056, -0.008, -0.018], [0.128, 0.101, -0.044], [-1.078, -1.667, 0.373], [1.023, 1.572, -0.366], [-0.059, -0.025, -0.046], [0.003, 0.006, 0.013], [0.011, -0.060, -0.028], [0.366, 0.158, 0.224], [-1.115, -0.403, -0.821], [0.952, 0.499, 0.841], [-0.038, -0.009, 0.025], [-0.024, -0.011, 0.000], [0.010, -0.005, -0.022], [-0.030, 0.139, -0.040], [0.184, -1.363, 0.354], [-0.320, 1.119, -0.522], [0.031, -0.010, 0.026], [-0.003, -0.010, -0.007], [0.011, -0.010, 0.024], [0.002, -0.086, -0.104], [0.243, 1.449, 1.211], [-0.459, -1.244, -1.247], [0.002, 0.000, 0.013], [0.009, -0.006, 0.006], [0.011, 0.022, 0.017], [-0.020, -0.183, -0.047], [0.173, 1.181, 0.873], [-0.213, -0.887, -0.149], [-0.033, 0.007, -0.008], [0.018, 0.035, 0.000], [-0.015, 0.012, -0.001], [0.046, -0.250, 0.216], [-0.199, 0.920, -1.084], [0.217, -0.793, 0.982], [-0.004, 0.028, -0.047], [0.019, 0.012, 0.000], [-0.017, 0.035, -0.039], [0.079, 0.013, 0.059], [-1.170, -0.754, -0.260], [0.967, 0.681, 0.231], [0.000, 0.015, -0.013], [-0.031, -0.021, 0.004], [-0.034, 0.008, 0.002], [0.005, 0.101, 0.106], [0.751, -0.916, -0.755], [-0.462, 0.678, 0.864], [-0.007, -0.013, 0.001], [-0.040, -0.034, -0.041], [0.007, 0.000, -0.010], [0.240, -0.169, 0.070], [-0.944, 0.968, -0.419], [0.904, -0.862, 0.370], [-0.052, 0.046, -0.002], [-0.022, 0.010, 0.009], [-0.014, 0.011, -0.013], [-0.073, -0.023, -0.120], [0.964, -0.240, 1.039], [-0.848, 0.206, -0.998], [0.001, 0.012, 0.008], [0.001, -0.010, 0.019], [0.027, 0.007, 0.021], [-0.015, -0.129, -0.077], [0.154, 1.216, 0.731], [-0.169, -1.039, -0.710], [-0.005, 0.014, 0.011], [0.010, 0.018, 0.004], [0.001, 0.016, 0.000]],
  "mulliken_charge": [-0.7459, -0.4548, -0.3216, -0.0019, -1.0657, -0.6199, -0.5663, 0.3374, 0.3578, -0.7830, -0.2460, 0.3462, -0.6231, -0.1363, 0.1334, -0.8394, -0.6774, 0.2827, 0.2867, 0.2836, 0.4966, 0.1580, -0.2387, 0.4422, 0.4006, 0.4205, 0.4558, 0.2575, 0.2405, 0.5431, 0.0661, 0.0696, 0.1697, 0.1092, 0.2292, 0.3652, -0.1308, 0.4329, 0.4323, -0.3972, 0.4261, -0.4105, 0.3088, -0.2554, 0.2908, -0.7337, 0.4253, -0.4515, 0.3149, 0.1828, 0.2740, -0.6460, 0.3772, -0.4522, 0.1636, 0.3138, 0.2647, -0.6264, 0.2948, -0.4709, 0.2482, 0.1668, 0.3626, -0.8606, 0.4384, -0.3928, 0.2578, 0.3301, 0.2760, -0.8355, 0.4794, -0.4397, 0.3047, 0.2847, 0.2893, -0.9140, 0.3904, -0.3048, 0.3055, 0.2886, 0.2167, -0.7257, 0.3083, -0.4466, 0.3400, 0.1854, 0.3203, -0.5752, 0.3114, -0.3904, 0.3103, 0.1276, 0.1605, -0.4662, 0.3729, -0.4386, 0.2805, -0.0014, 0.2923, -0.4536, 0.2769, -0.3670, 0.0915, 0.2523, 0.2563, -0.5372, 0.2477, -0.4112, 0.2817, 0.1213, 0.2882, -0.8349, 0.3818, -0.3862, 0.2705, 0.2737, 0.3321],
  "homo_lumo_gap_ha": 0.28800,
  "lumo_ha": 0.0110,
  "spin_multiplicity": 1,
  "energy_ev": -95209.9609
}

No. 3
{
  "formula": "C10H9NO2S",
  "method": "ωB97M-V with the def2-TZVPD basis set",
  "species": ["C", "C", "C", "C", "C", "C", "C", "H", "H", "S", "O", "O", "C", "C", "C", "N", "H", "H", "H", "H", "H", "H", "H"],
  "xyz": [[-4.596571, -1.480406, -0.093892], [-3.258047, -0.813229, -0.048612], [-2.825881, -0.019958, -1.107613], [-1.597691, 0.614890, -1.058194], [-0.803011, 0.455857, 0.060058], [-1.208607, -0.324799, 1.125038], [-2.437796, -0.955776, 1.067746], [-2.767882, -1.564729, 1.896248], [-0.565385, -0.412560, 1.986353], [0.809443, 1.226004, 0.108655], [0.844095, 2.330555, -0.809409], [1.205715, 1.442248, 1.473637], [1.866638, -0.072201, -0.558375], [2.774970, -0.623573, 0.233174], [3.650259, -1.652217, -0.170406], [4.356493, -2.495243, -0.492631], [2.865368, -0.274226, 1.255443], [1.704365, -0.327882, -1.591076], [-1.250136, 1.244518, -1.862147], [-3.457615, 0.101261, -1.975048], [-4.577159, -2.427220, 0.440126], [-5.341141, -0.842304, 0.382586], [-4.910751, -1.655857, -1.119484]],
  "forces_ev_per_a": [[-0.042, 0.037, 0.026], [0.083, 0.029, -0.029], [0.062, -0.021, 0.087], [0.005, 0.124, -0.155], [0.660, 0.263, -0.010], [-0.005, -0.057, 0.194], [0.079, 0.073, -0.068], [-0.022, -0.063, 0.086], [0.032, -0.066, 0.142], [0.119, -0.104, -0.095], [-0.154, -0.281, -0.207], [-0.132, -0.310, 0.064], [-0.320, 0.404, 0.362], [-0.515, 0.686, 0.411], [0.259, -0.332, -0.338], [0.232, -0.263, -0.067], [-0.033, 0.003, 0.043], [-0.033, -0.073, -0.197], [-0.024, 0.065, -0.139], [-0.054, 0.011, -0.090], [-0.047, -0.072, 0.009], [-0.093, -0.009, 0.014], [-0.058, -0.044, -0.045]],
  "mulliken_charge": [-1.3940, 0.8219, -0.6511, -0.4403, 0.1578, -0.4551, -0.6870, 0.3841, 0.4510, 1.2115, -0.6762, -0.6795, -0.4190, 0.0713, 0.0283, -0.3888, 0.4386, 0.3741, 0.4390, 0.3755, 0.3742, 0.2909, 0.3727],
  "e_above_lowest_kj_mol": 117.49,
  "homo_lumo_gap_ha": 0.34750,
  "lumo_ha": -0.0212,
  "spin_multiplicity": 1,
  "smiles": "Cc1ccc(S(=O)(=O)/C=C/C#N)cc1",
  "energy_ev": -26934.7345
}